Run a
{"formula": "C4H6N2S", "method": "ωB97M-V with the def2-TZVPD basis set", "e_lumo_ev": 0.5948, "e_homo_ev": -8.8, "gap_ev": 9.413, "species": ["C", "C", "S", "N", "C", "C", "N", "H", "H", "H", "H", "H", "H"], "xyz": [[0.69967, -0.45690, 2.35175], [-0.10657, -0.04380, 1.13303], [-1.65140, 0.54197, 1.21521], [0.53880, -0.20929, -0.04988], [-0.06120, 0.12936, -1.30424], [0.87509, -0.15981, -2.40421], [1.63217, -0.37018, -3.25288], [1.70153, -0.79598, 2.11601], [0.16440, -1.26214, 2.87703], [0.79453, 0.44267, 2.93446], [1.46083, -0.54723, -0.08426], [-0.35442, 1.16868, -1.34075], [-0.98319, -0.43436, -1.48453]], "lowdin_charge": [-0.090, -0.848, 0.654, -0.033, -0.225, -0.188, 0.149, 0.069, 0.089, 0.072, 0.120, 0.112, 0.120]}


Run b
{"formula": "C4H6N2S", "method": "ωB97M-V with the def2-TZVPD basis set", "e_lumo_ev": -0.2065, "e_homo_ev": -8.6, "gap_ev": 8.363, "species": ["C", "C", "C", "S", "N", "N", "C", "H", "H", "H", "H", "H", "H"], "xyz": [[0.96239, -1.07100, -1.44177], [1.32469, -1.17584, -0.19584], [0.96154, -0.23122, 0.91092], [1.94538, -0.10663, 2.24049], [-0.13878, 0.55702, 0.83633], [-1.07439, 0.50750, -0.12790], [-2.11553, 1.26357, -0.00614], [1.25273, -1.84540, -2.14744], [0.32801, -0.27440, -1.87118], [1.95419, -2.02726, 0.14339], [-0.24713, 1.24057, 1.57499], [-2.90546, 1.13270, -0.71345], [-2.24763, 2.03038, 0.79758]], "lowdin_charge": [0.008, -0.213, -0.802, 0.631, -0.069, -0.032, -0.010, 0.064, 0.065, 0.102, 0.117, 0.053, 0.084]}


run a (0.0659 hartree below the next structure)


Run a
{"formula": "C4H6N2S", "method": "ωB97M-V with the def2-TZVPD basis set", "e_lumo_ev": 0.7845, "e_homo_ev": -8.7, "gap_ev": 9.466, "species": ["C", "S", "C", "N", "C", "C", "N", "H", "H", "H", "H", "H", "H"], "xyz": [[2.41544, 0.27381, 0.49678], [1.70206, -0.83381, -0.76881], [0.01080, -0.52397, -0.43515], [-0.80433, -1.49703, 0.07552], [-2.06198, -0.88895, 0.09569], [-1.96950, 0.41668, -0.31705], [-0.61593, 0.58915, -0.65880], [2.03842, -0.10952, 1.47649], [3.46286, 0.23578, 0.68945], [2.02595, 1.27182, 0.31630], [-2.96973, -1.43008, 0.40989], [-2.99486, 1.17524, -0.45962], [-0.23920, 1.32089, -0.92068]], "lowdin_charge": [-0.392, 0.873, -0.730, 0.050, -0.182, -0.101, 0.072, 0.051, 0.021, 0.023, 0.100, 0.179, 0.036]}


Run b
{"formula": "C4H6N2S", "method": "ωB97M-V with the def2-TZVPD basis set", "e_lumo_ev": -0.0365, "e_homo_ev": -8.0, "gap_ev": 7.987, "species": ["C", "C", "C", "C", "N", "N", "S", "H", "H", "H", "H", "H", "H"], "xyz": [[0.05687, -1.62428, 0.99689], [-0.12778, -0.60330, -0.95737], [-0.61981, -0.33581, -2.15971], [0.67338, -0.33775, 1.46259], [-0.34962, -1.71101, -0.20187], [0.24300, 2.34499, 0.26457], [1.05490, 0.52407, -0.08943], [-0.04753, -2.46246, 1.66504], [-0.40067, 0.59125, -2.65467], [-1.28208, -1.02947, -2.64797], [-0.03308, 0.28195, 2.01693], [1.57652, -0.48596, 2.05583], [0.64781, 2.88736, -0.49687]], "lowdin_charge": [-0.174, -0.567, 0.049, -0.351, 0.048, -0.272, 0.986, 0.116, 0.059, 0.069, 0.090, 0.086, -0.139]}


run a (0.0902 hartree below the next structure)


Run a
{"formula": "C18H21BrIrN4OS2", "method": "ωB97M-V with the def2-TZVPD basis set", "e_lumo_ev": [-7.5969, -8.0281], "e_homo_ev": [-14.0, -14.0], "s_squared": 0.766, "gap_ev": [6.441, 5.995], "charge": 2, "spin_multiplicity": 2, "species": ["Ir", "C", "S", "C", "S", "N", "N", "C", "C", "C", "C", "C", "C", "N", "H", "H", "H", "H", "H", "H", "H", "H", "Br", "C", "C", "C", "C", "C", "C", "H", "H", "H", "H", "C", "N", "C", "C", "C", "O", "H", "H", "H", "H", "H", "H", "H", "H", "H"], "xyz": [[0.41668, -0.46761, -0.17230], [-4.52087, -2.14629, -0.87294], [-4.28018, -0.63946, 0.08205], [-2.58678, -0.40193, 0.02018], [-1.53074, -1.42001, -0.87957], [-2.17177, 0.64449, 0.69285], [-0.84347, 0.90992, 0.58330], [-0.52628, 2.03921, 1.13943], [0.71785, 2.77158, 1.05797], [0.64425, 4.13398, 1.34894], [1.73250, 4.95955, 1.16028], [2.92032, 4.41607, 0.67648], [2.97663, 3.06824, 0.44805], [1.90181, 2.25990, 0.64318], [-5.59206, -2.33339, -0.83223], [-3.99311, -2.98175, -0.41930], [-4.22237, -2.00822, -1.90944], [-1.34396, 2.57156, 1.61123], [-0.29799, 4.53263, 1.69566], [1.65874, 6.01616, 1.37826], [3.79748, 5.02159, 0.50311], [3.87976, 2.56792, 0.12950], [4.86965, -2.95129, 0.22952], [3.79141, -1.42366, 0.33715], [3.36977, -0.97144, 1.60012], [2.57562, 0.13939, 1.69622], [2.20413, 0.83594, 0.51554], [2.61380, 0.36557, -0.74396], [3.40826, -0.78849, -0.82303], [3.68229, -1.49275, 2.49393], [2.28435, 0.52964, 2.66336], [2.44644, 0.97763, -1.62267], [3.75216, -1.14134, -1.78512], [1.56695, -4.52079, 1.67524], [1.58408, -4.50342, 0.21119], [1.91456, -5.72784, -0.52259], [1.34151, -3.37349, -0.41263], [1.35604, -3.33605, -1.90707], [1.12464, -2.33538, 0.29952], [1.61710, -5.55004, 2.01315], [0.65233, -4.06207, 2.04338], [2.42260, -3.97105, 2.06883], [2.17904, -6.49700, 0.19486], [2.76603, -5.56754, -1.18218], [1.06316, -6.07559, -1.10680], [0.69994, -4.10026, -2.32338], [2.36548, -3.53683, -2.27356], [1.04190, -2.35786, -2.26442]], "mulliken_spin": [0.949, 0.000, -0.012, 0.004, -0.001, -0.008, -0.045, 0.099, -0.026, 0.020, 0.003, 0.008, 0.011, 0.018, 0.000, -0.001, 0.000, 0.005, 0.000, 0.000, 0.000, 0.003, 0.000, -0.004, 0.004, 0.009, -0.062, -0.005, 0.031, 0.001, 0.001, -0.002, 0.002, -0.001, 0.001, 0.000, 0.001, 0.008, -0.011, 0.000, 0.000, 0.000, 0.000, 0.000, 0.000, 0.000, 0.001, -0.003]}


Run b
{"formula": "C18H21BrIrN4OS2", "method": "ωB97M-V with the def2-TZVPD basis set", "e_lumo_ev": [-8.3559, -9.4428], "e_homo_ev": [-14.4, -14.2], "s_squared": 0.800, "gap_ev": [6.002, 4.789], "charge": 2, "spin_multiplicity": 2, "species": ["Ir", "C", "S", "C", "S", "N", "N", "C", "C", "C", "C", "C", "C", "N", "H", "H", "H", "H", "H", "H", "H", "H", "Br", "C", "C", "C", "C", "C", "C", "H", "H", "H", "H", "C", "N", "C", "C", "C", "O", "H", "H", "H", "H", "H", "H", "H", "H", "H"], "xyz": [[0.39109, 0.37695, -0.63808], [4.65249, -0.87585, 2.75302], [3.57619, 0.51605, 3.15562], [2.24199, 0.29465, 2.03852], [2.53849, -0.15285, 0.34312], [1.06069, 0.59575, 2.47872], [0.03849, 0.60775, 1.70362], [-1.19381, 0.97495, 2.04182], [-2.14571, 1.03845, 1.01462], [-3.48321, 1.44265, 1.25092], [-4.37821, 1.48765, 0.21472], [-3.95371, 1.11345, -1.07018], [-2.63501, 0.74385, -1.25388], [-1.75021, 0.70795, -0.25698], [5.66059, -0.61305, 3.06232], [4.62169, -1.07325, 1.68592], [4.31919, -1.74365, 3.31872], [-1.43211, 1.24655, 3.06142], [-3.76091, 1.71925, 2.25282], [-5.39781, 1.79805, 0.38552], [-4.63491, 1.11895, -1.90438], [-2.27591, 0.46445, -2.23588], [0.08339, 7.01095, -1.33388], [0.31569, 5.14065, -1.13048], [0.82619, 4.62485, 0.05922], [0.96689, 3.25905, 0.20162], [0.58319, 2.38225, -0.81908], [0.13009, 2.92545, -2.02998], [-0.01701, 4.28985, -2.18488], [1.09079, 5.28015, 0.87262], [1.37349, 2.88305, 1.12892], [-0.11601, 2.28905, -2.87428], [-0.41261, 4.69865, -3.10048], [0.79019, -3.84645, -2.61208], [0.34849, -3.91555, -1.23408], [0.24129, -5.20845, -0.59868], [0.06009, -2.77585, -0.62048], [-0.37971, -2.77185, 0.81302], [0.16649, -1.69715, -1.25088], [0.99509, -4.84235, -2.99278], [1.69439, -3.23805, -2.68488], [0.01749, -3.37645, -3.22408], [0.48709, -5.98665, -1.31478], [-0.77361, -5.39165, -0.24448], [0.93249, -5.29395, 0.24132], [-0.54641, -3.76175, 1.21572], [-1.29771, -2.19225, 0.90192], [0.38089, -2.27405, 1.41392]], "mulliken_spin": [0.307, 0.000, 0.001, 0.005, 0.010, -0.011, -0.006, -0.025, 0.012, 0.002, -0.001, 0.002, -0.006, 0.022, 0.000, 0.000, 0.000, -0.003, -0.001, 0.000, 0.000, 0.002, 0.115, 0.223, 0.006, 0.061, 0.187, 0.082, -0.003, 0.000, -0.002, 0.003, 0.001, 0.000, 0.003, 0.000, 0.000, 0.001, 0.014, 0.000, 0.000, 0.000, 0.000, 0.000, 0.000, 0.000, -0.001, -0.001]}


run a (0.0778 hartree below the next structure)


Run a
{"formula": "C5H11N2O", "method": "ωB97M-V with the def2-TZVPD basis set", "e_lumo_ev": -3.8638, "e_homo_ev": -13.6, "gap_ev": 9.709, "charge": 1, "species": ["C", "C", "C", "C", "N", "C", "N", "H", "H", "H", "H", "H", "H", "H", "H", "H", "H", "H", "O"], "xyz": [[1.47378, -0.50180, -2.21625], [0.93053, -0.54358, -0.78676], [-0.54863, -0.57186, -0.65733], [-1.48433, -1.55661, -0.56464], [-2.69859, -0.88360, -0.39741], [-2.51023, 0.39255, -0.17674], [-1.16361, 0.65447, -0.29401], [1.58292, 0.51967, -2.58408], [0.83098, -0.95620, -2.99744], [2.52098, -0.94624, -2.33000], [1.29218, 0.44493, -0.39515], [1.46181, -1.14000, -0.05793], [-1.37503, -2.60858, -0.43909], [-3.48117, -1.40809, -0.02553], [-3.21843, 1.17825, -0.27730], [-0.81565, 1.56852, -0.55240], [1.69818, 1.82334, 4.72841], [2.88118, 2.73051, 5.03300], [2.62315, 1.80434, 4.99066]], "lowdin_charge": [-0.092, -0.185, -0.194, 0.048, 0.110, -0.031, 0.172, 0.069, 0.083, 0.109, 0.126, 0.122, 0.142, 0.187, 0.156, 0.180, 0.024, 0.035, -0.059]}


Run b
{"formula": "C5H11N2O", "method": "ωB97M-V with the def2-TZVPD basis set", "e_lumo_ev": -3.2722, "e_homo_ev": -14.1, "gap_ev": 10.792, "charge": 1, "species": ["C", "C", "C", "C", "N", "N", "C", "O", "H", "H", "H", "H", "H", "H", "H", "H", "H", "H", "H"], "xyz": [[-1.57035, -0.13114, -1.34603], [-1.11687, -0.23693, -0.08152], [-1.75854, -0.03159, 1.26476], [0.29873, -0.66766, -0.03258], [0.57341, -1.89256, 0.23354], [1.24652, 0.25197, -0.05375], [1.05762, 1.63770, -0.47431], [2.54920, -0.17337, -0.08289], [-1.06745, -0.54426, -2.22255], [-2.50621, 0.26286, -1.68935], [-2.75972, -0.45836, 1.21992], [-1.66636, 1.04173, 1.28510], [-1.02305, -0.55309, 1.94103], [-0.09669, -2.48433, 0.64094], [1.50308, -2.10192, 0.09516], [0.05201, 1.96041, -0.12391], [1.69652, 2.28657, 0.22646], [1.53485, 1.81345, -1.56465], [3.05329, 0.02053, 0.76464]], "lowdin_charge": [0.117, -0.314, 0.006, -0.303, 0.286, -0.144, 0.012, 0.045, 0.094, 0.080, 0.104, 0.087, 0.110, 0.146, 0.109, 0.100, 0.119, 0.165, 0.180]}


run a (0.0916 hartree below the next structure)